No. 1
Formula: C10H16
Source: the Open Molecules 2025 dataset
Level of theory: wB97M-V/def2-TZVPD

Computed properties:
spin multiplicity: 1
SMILES string: Cc1ccccc1.CCC
strongest force on any atom: 2.650 eV Å⁻¹
relative energy (zero: lowest compared OMol25 entry of this formula, charge and spin): 1.167 eV
molar mass: 136.24 g mol⁻¹

Geometry as XYZ:
```
26
C10H16 (wB97M-V/def2-TZVPD)
H 0.6982 2.6773 0.4200
C -0.2541 -0.0642 -2.6328
C 0.7172 0.6309 1.2446
C 0.6523 -1.4677 2.3080
H -0.1076 2.4292 1.9936
C 1.7754 -1.8453 1.5948
H 2.3725 -2.7157 1.8462
H 0.5030 0.6716 -2.9414
C -0.0062 -0.2818 2.0053
H 0.2748 -0.8618 -2.1029
C 0.1129 2.0046 1.0044
C -1.2781 0.5804 -1.7093
H -1.6086 -0.9903 -0.4588
H -0.9826 -0.0900 2.4092
H 2.1984 1.0015 -0.2343
H -0.9016 1.9226 0.6146
H 0.2192 -1.9950 3.1575
H -0.7118 0.9442 -0.8384
H -2.9012 0.2457 -0.2665
H -3.0464 -0.9630 -1.4729
C 2.2605 -1.0721 0.5470
H -0.6511 -0.4726 -3.5708
H -1.8961 1.2827 -2.3061
C 1.7865 0.2542 0.4185
H 3.0716 -1.4892 -0.0471
C -2.2973 -0.3363 -0.9822
```

=====

No. 2
Formula: C10H16
Source: the Open Molecules 2025 dataset
Level of theory: wB97M-V/def2-TZVPD

Computed properties:
spin multiplicity: 1
SMILES string: Cc1ccccc1.CCC
strongest force on any atom: 2.460 eV Å⁻¹
relative energy (zero: lowest compared OMol25 entry of this formula, charge and spin): 1.422 eV
molar mass: 136.24 g mol⁻¹

Geometry as XYZ:
```
26
C10H16 (wB97M-V/def2-TZVPD)
H 1.1469 -1.0688 0.5268
C 0.0711 0.4381 2.7821
H -1.5610 1.7983 3.0054
H -1.4602 -1.0230 -2.7828
H -1.3630 3.0616 0.7684
C -0.5929 2.4676 1.2842
H -0.4368 -0.2399 3.4508
H -2.0092 -2.3438 -0.7896
H 0.3722 0.2434 -4.0958
H -0.5743 -3.1322 -0.1833
C 1.8117 -0.2147 -2.6471
H 2.5630 0.1412 -3.3553
C -0.4665 -0.8659 -2.3918
C 2.1403 -0.5896 -1.3567
C 1.0739 -1.0468 -0.5462
H 0.4735 -0.2489 2.0248
H -0.2128 2.2588 0.2763
C -1.0680 -2.1620 -0.2400
H 0.9210 0.9950 3.1452
C -0.9894 1.3336 2.1870
H -0.1254 3.2900 1.8250
C -0.1766 -1.3008 -1.1088
H -1.4396 -1.6511 0.6458
H -1.7488 0.6637 1.7431
C 0.5157 -0.3039 -3.1854
H 3.1354 -0.4999 -0.9821
```

=====

No. 3
Formula: C10H16
Source: the Open Molecules 2025 dataset
Level of theory: wB97M-V/def2-TZVPD

Computed properties:
spin multiplicity: 1
SMILES string: CCc1ccccc1.CC
strongest force on any atom: 5.100 eV Å⁻¹
relative energy (zero: lowest compared OMol25 entry of this formula, charge and spin): 2.981 eV
molar mass: 136.24 g mol⁻¹

Geometry as XYZ:
```
26
C10H16 (wB97M-V/def2-TZVPD)
H 1.3819 2.8428 -1.9659
C -0.4358 -1.6841 1.7529
C 0.6164 -3.2389 -0.8250
C 0.4211 -1.3520 0.7774
C 0.0724 3.6799 -0.5391
H 0.3986 3.4199 0.5251
C -1.7432 -1.0833 1.9827
H -2.6931 0.8669 1.3813
H 1.1352 0.1064 -0.7709
C 0.3213 -0.1430 0.0722
H -0.4358 -3.4748 -0.3925
H 0.4872 4.6182 -0.6818
H -1.1225 1.4370 -0.0807
H 2.2088 -1.7450 -0.3580
H 1.8392 -2.9177 1.0009
H -0.1072 2.8609 -2.5741
H -0.3412 -2.6023 2.2788
C 1.3782 -2.3606 0.2139
C -1.8267 0.0827 1.2434
H -1.0310 3.7539 -0.4314
C -0.8728 0.5483 0.3499
C 0.4575 2.6816 -1.6478
H 1.4001 -4.1089 -1.1973
H 0.4937 -2.5281 -1.7448
H 0.3979 1.6350 -1.1377
H -2.4004 -1.2951 2.7684
```

=====

No. 4
Formula: C10H16
Source: the Open Molecules 2025 dataset
Level of theory: wB97M-V/def2-TZVPD

Computed properties:
spin multiplicity: 1
SMILES string: Cc1ccccc1.CCC
strongest force on any atom: 1.125 eV Å⁻¹
relative energy (zero: lowest compared OMol25 entry of this formula, charge and spin): 0.437 eV
molar mass: 136.24 g mol⁻¹

Geometry as XYZ:
```
26
C10H16 (wB97M-V/def2-TZVPD)
H -2.0419 0.9096 2.1684
H -1.4776 -1.1647 -2.4429
H -1.1510 -1.5923 -4.0526
H 0.2371 1.9961 -2.1191
H 1.7296 -1.6553 4.3703
C 1.5396 -1.0557 3.4913
C 1.0115 0.4765 1.2882
H -0.4217 0.5484 -1.3794
C -0.4492 0.4517 -3.4885
H -1.5417 1.7424 -2.0662
H -0.5716 -1.1369 3.7876
C 2.3162 0.1404 1.5959
H -2.0198 -0.7596 1.6170
H -1.4910 0.4635 0.5259
H 0.9047 1.1057 0.4116
H 3.1279 0.3981 0.9190
C -0.5686 1.2641 -2.1864
H 3.5859 -0.9700 3.0178
H -0.6758 1.1333 -4.3094
C 2.6028 -0.6665 2.6960
H -2.4422 -0.4423 -3.7277
H 0.5562 0.0251 -3.4976
C -1.4244 -0.7257 -3.4453
C -0.0682 0.0590 2.0721
C 0.2235 -0.7321 3.1776
C -1.4903 0.1871 1.5762
```

=====

No. 5
Formula: C10H16
Source: the Open Molecules 2025 dataset
Level of theory: wB97M-V/def2-TZVPD

Computed properties:
spin multiplicity: 1
SMILES string: Cc1ccccc1.CCC
strongest force on any atom: 3.081 eV Å⁻¹
relative energy (zero: lowest compared OMol25 entry of this formula, charge and spin): 0.550 eV
molar mass: 136.24 g mol⁻¹

Geometry as XYZ:
```
26
C10H16 (wB97M-V/def2-TZVPD)
H 4.0141 -0.1605 -1.7710
H 2.3509 0.9743 -3.2480
C -2.2475 -0.8099 -0.3291
H -1.8331 -2.0587 1.2393
C -2.2770 -2.1906 0.2768
C 1.4958 0.5112 2.0417
H -1.2459 -0.4038 -0.2881
H -3.0051 1.1682 0.0471
C 2.9094 0.1117 -0.0028
C 3.1293 0.2540 -1.3758
C 1.0585 1.4263 -1.6157
C 2.2046 0.8926 -2.1770
H 0.3627 1.9908 -2.2513
H -3.2369 -2.5544 0.3272
H 1.8826 1.3986 2.5998
H 1.9949 -0.4278 2.3804
H -0.0231 1.7607 0.1703
C -3.0708 0.1279 0.4746
H -4.1547 -0.2397 0.5665
H 0.4334 0.4146 2.1928
C 0.8293 1.3029 -0.2632
H 3.5658 -0.4450 0.5865
H -2.5969 -0.8828 -1.3833
H -2.6428 0.1313 1.5214
C 1.7586 0.6437 0.5634
H -1.6560 -2.9357 -0.2824
```

=====

No. 6
Formula: C10H16
Source: the Open Molecules 2025 dataset
Level of theory: wB97M-V/def2-TZVPD

Computed properties:
spin multiplicity: 1
SMILES string: CCc1ccccc1.CC
strongest force on any atom: 3.238 eV Å⁻¹
relative energy (zero: lowest compared OMol25 entry of this formula, charge and spin): 1.771 eV
molar mass: 136.24 g mol⁻¹

Geometry as XYZ:
```
26
C10H16 (wB97M-V/def2-TZVPD)
H 0.5514 -2.6520 0.2216
H 2.2522 -0.9987 2.3321
H -0.6060 -1.0324 2.0330
H 1.1027 -0.4009 -3.4301
C 1.5686 0.4936 -1.5453
H -2.9809 0.7817 -1.8934
H -1.2559 2.2492 0.0877
C 1.4339 -0.6726 2.9685
C -2.1887 1.8226 -0.2515
H -0.0876 0.5213 1.9812
H 1.6115 0.2663 3.4570
C 0.5956 -1.6931 -1.7597
H 2.1102 1.2325 -2.1188
H 1.5356 1.3992 0.4767
C 1.3972 0.5532 -0.1647
C -2.1843 0.5719 -1.1827
H -2.7126 1.6119 0.7126
H 1.0728 -1.3384 3.7547
H 0.0808 -2.4143 -2.3701
C 0.8456 -0.5694 0.4250
H -1.1619 0.5975 -1.5168
C 0.3698 -0.4613 1.8257
H -2.2301 -0.3443 -0.6270
C 0.6083 -1.7276 -0.3673
C 0.9911 -0.4671 -2.3601
H -2.7193 2.6711 -0.6884
```

=====

| no. | HOMO level (eV) |
| --- | --- |
| 1 | -9.02 |
| 2 | -8.93 |
| 3 | -9.09 |
| 4 | -9.05 |
| 5 | -9.05 |
| 6 | -8.93 |